## w
Here is a 8-piece molecular cluster, C46H116N8O15 overall from OMol25. Energies are from ωB97M-V/def2-TZVPD.

Last column: Löwdin charge in e.
Cartesian coordinates (Å):
C 3.30 -12.55 1.00  -0.1287
O 2.82 -13.76 1.55  -0.2099
C 3.66 -14.93 1.51  -0.1609
C 3.25 -16.00 2.61  -0.4136
C 3.21 -15.51 4.06  -0.0695
N 3.93 -17.27 2.45  0.0319
H 4.33 -12.28 1.23  0.0847
H 2.69 -11.71 1.32  0.0818
H 3.13 -12.54 -0.08  0.0800
H 3.68 -15.21 0.46  0.1149
H 4.69 -14.57 1.58  0.1076
H 2.17 -16.06 2.46  0.1298
H 2.67 -16.14 4.77  0.0739
H 2.57 -14.63 4.05  0.0684
H 4.22 -15.30 4.43  0.0747
H 4.86 -17.38 2.07  0.0694
H 3.40 -17.87 1.83  0.0655
C -0.57 -3.63 2.68  -0.0659
O -0.56 -2.17 2.41  -0.2120
C -1.78 -1.69 1.75  -0.2071
C -1.74 -0.18 1.65  -0.2059
N -0.60 0.24 0.79  -0.0618
C -0.56 1.72 0.70  -0.2007
C 0.78 2.03 -0.02  -0.1736
O 0.80 1.35 -1.33  -0.1954
C 0.67 2.22 -2.42  -0.1495
H -0.62 -4.21 1.76  0.0826
H -1.39 -3.78 3.38  0.0788
H 0.36 -3.87 3.20  0.0789
H -2.66 -2.02 2.31  0.1082
H -1.99 -2.07 0.75  0.1169
H -1.59 0.39 2.57  0.1083
H -2.64 0.22 1.18  0.1139
H 0.22 -0.26 1.12  0.1027
H -0.45 2.17 1.68  0.1043
H -1.38 2.27 0.24  0.1163
H 1.59 1.55 0.53  0.1097
H 1.14 3.06 -0.03  0.1132
H 1.00 1.91 -3.41  0.0818
H 1.23 3.16 -2.37  0.0738
H -0.39 2.50 -2.45  0.0823
C 1.38 0.38 9.02  -0.0856
O 0.40 1.39 8.69  -0.1991
C -0.93 1.29 9.11  -0.2274
C -1.12 1.90 10.53  -0.2265
N -2.50 1.90 10.87  -0.0773
C -3.06 0.80 11.72  -0.1344
C -2.90 -0.69 11.13  -0.2250
O -3.77 -1.58 11.77  -0.1971
C -3.92 -2.85 11.17  -0.1101
H 1.50 0.22 10.09  0.0764
H 2.34 0.65 8.60  0.0828
H 1.15 -0.59 8.57  0.0781
H -1.31 0.27 9.02  0.1059
H -1.47 1.95 8.43  0.1215
H -0.81 2.94 10.43  0.1204
H -0.44 1.42 11.22  0.1126
H -2.75 2.83 11.19  0.1029
H -4.09 0.98 12.02  0.1116
H -2.53 0.75 12.67  0.0984
H -1.90 -1.12 11.10  0.1133
H -3.20 -0.63 10.08  0.1063
H -4.24 -3.59 11.91  0.0871
H -2.92 -3.21 10.90  0.0788
H -4.53 -2.91 10.28  0.0867
C -5.40 -14.77 10.68  -0.1733
O -5.05 -13.64 10.04  -0.1785
C -5.52 -13.50 8.69  -0.1987
C -5.65 -12.02 8.33  -0.1973
N -6.50 -11.67 7.20  -0.0659
C -6.36 -12.47 6.00  -0.2184
C -5.11 -12.17 5.20  -0.2823
O -5.18 -12.93 4.04  -0.1620
C -3.90 -12.83 3.39  -0.0960
H -6.48 -14.89 10.75  0.0847
H -5.15 -14.68 11.74  0.0931
H -4.98 -15.62 10.14  0.0921
H -6.43 -14.00 8.35  0.1189
H -4.78 -14.05 8.11  0.1188
H -4.70 -11.60 8.01  0.1097
H -5.87 -11.41 9.21  0.1243
H -7.46 -11.59 7.50  0.1048
H -7.22 -12.50 5.33  0.1295
H -6.15 -13.53 6.19  0.1003
H -4.25 -12.52 5.78  0.1180
H -5.09 -11.08 5.10  0.1291
H -3.26 -13.65 3.71  0.0865
H -3.36 -11.94 3.71  0.0774
H -3.88 -12.75 2.30  0.0852
C 1.57 10.22 -4.43  -0.1315
O 2.25 9.95 -5.61  -0.1805
C 2.41 11.06 -6.49  -0.2250
C 3.50 10.79 -7.58  -0.1520
N 4.91 10.73 -7.02  -0.0550
C 5.43 12.01 -6.66  -0.2130
C 6.93 11.89 -6.05  -0.1844
O 7.12 11.95 -4.63  -0.1672
C 6.93 13.25 -4.19  -0.1594
H 0.71 10.87 -4.56  0.0840
H 2.15 10.67 -3.62  0.0841
H 1.17 9.25 -4.11  0.0913
H 2.53 11.98 -5.91  0.1041
H 1.48 11.42 -6.94  0.1129
H 3.37 11.54 -8.36  0.1082
H 3.19 9.89 -8.11  0.1082
H 4.74 10.30 -6.12  0.1002
H 4.83 12.45 -5.86  0.0891
H 5.46 12.83 -7.38  0.1145
H 7.62 12.51 -6.63  0.1047
H 7.40 10.98 -6.42  0.1115
H 5.87 13.43 -4.09  0.0776
H 7.42 14.08 -4.69  0.0921
H 7.29 13.29 -3.16  0.0857
C 3.08 0.01 -12.57  -0.0607
O 3.84 -0.68 -13.60  -0.2287
C 4.30 0.00 -14.75  -0.2292
C 4.74 -1.10 -15.62  -0.2072
N 6.00 -1.60 -15.03  -0.1005
C 6.59 -2.62 -15.81  -0.2123
C 7.90 -3.28 -15.11  -0.1674
O 8.26 -4.51 -15.72  -0.1790
C 9.45 -5.08 -15.33  -0.1555
H 2.73 -0.66 -11.78  0.0900
H 2.35 0.63 -13.09  0.0793
H 3.78 0.75 -12.20  0.0785
H 4.94 0.87 -14.58  0.1309
H 3.38 0.33 -15.25  0.1153
H 4.98 -0.95 -16.68  0.1230
H 4.09 -1.98 -15.63  0.1217
H 5.83 -1.94 -14.09  0.1063
H 6.67 -2.37 -16.87  0.1143
H 5.81 -3.38 -15.90  0.1026
H 7.76 -3.46 -14.05  0.1144
H 8.65 -2.51 -15.25  0.1142
H 9.42 -5.31 -14.27  0.0854
H 10.47 -4.79 -15.60  0.0831
H 9.57 -6.06 -15.81  0.0817
C -8.04 3.46 -1.40  -0.0902
O -9.34 2.87 -1.67  -0.2041
C -9.71 1.94 -0.61  -0.1730
C -8.81 0.62 -0.37  -0.2369
N -8.58 0.08 -1.65  -0.0697
C -7.69 -1.02 -1.49  -0.2232
C -7.12 -1.69 -2.79  -0.1761
O -6.31 -0.85 -3.62  -0.1955
C -5.13 -0.33 -3.09  -0.1150
H -8.02 3.92 -0.41  0.0867
H -7.77 4.26 -2.09  0.0838
H -7.32 2.66 -1.57  0.0696
H -10.74 1.68 -0.84  0.1139
H -9.80 2.48 0.34  0.1035
H -9.48 -0.04 0.18  0.1180
H -7.93 0.86 0.22  0.1074
H -8.29 0.84 -2.25  0.1050
H -8.16 -1.79 -0.88  0.1208
H -6.87 -0.68 -0.86  0.0978
H -7.96 -2.12 -3.34  0.1186
H -6.62 -2.61 -2.49  0.1106
H -5.45 0.56 -2.55  0.0736
H -4.29 -0.06 -3.72  0.0907
H -4.85 -1.08 -2.35  0.0838
C 3.49 11.75 1.05  -0.0802
O 2.68 10.94 1.90  -0.2130
C 2.84 10.97 3.33  -0.1902
C 2.77 12.34 4.05  -0.1745
N 1.42 12.95 3.85  -0.0568
C 1.44 14.38 3.93  -0.2480
C 1.92 15.12 2.75  -0.2167
O 1.17 14.80 1.57  -0.1953
C 1.50 15.46 0.42  -0.1523
H 4.52 11.48 1.27  0.0923
H 3.07 12.75 1.05  0.0728
H 3.43 11.40 0.02  0.0786
H 3.77 10.45 3.54  0.1114
H 2.05 10.31 3.69  0.1223
H 3.44 13.11 3.68  0.0936
H 2.96 12.30 5.12  0.1151
H 1.17 12.78 2.89  0.0886
H 2.05 14.64 4.80  0.1250
H 0.43 14.69 4.17  0.1219
H 2.96 14.90 2.49  0.1142
H 1.80 16.19 2.91  0.1262
H 0.88 15.03 -0.37  0.0878
H 2.51 15.34 0.02  0.0880
H 1.13 16.49 0.44  0.0893

The HOMO-LUMO gap is 0.3218 Ha. The SMILES is COC[C@H](C)N.COCCNCCOC.COCCNCCOC.COCCNCCOC.COCCNCCOC.COCCNCCOC.COCCNCCOC.COCCNCCOC. As for the molar mass: 1021.5 g/mol. The highest occupied orbital energy is -8.37 eV.



## x
Here is a 8-piece molecular cluster, C46H116N8O15 overall from OMol25. Energies are from ωB97M-V/def2-TZVPD.

Last column: Löwdin charge in e.
Cartesian coordinates (Å):
C 10.66 -10.39 -7.62  -0.0925
O 9.74 -9.32 -7.50  -0.1819
C 9.62 -8.85 -6.19  -0.2228
C 8.56 -7.79 -6.04  -0.4215
C 7.16 -8.34 -6.24  -0.0443
N 8.94 -6.48 -6.60  0.0703
H 10.59 -11.11 -6.82  0.0755
H 11.68 -10.08 -7.87  0.0638
H 10.45 -10.90 -8.57  0.0744
H 9.43 -9.63 -5.44  0.1268
H 10.60 -8.49 -5.82  0.1254
H 8.51 -7.51 -4.97  0.1193
H 6.39 -7.58 -6.14  0.0771
H 6.93 -9.16 -5.55  0.0706
H 7.16 -8.88 -7.20  0.0532
H 9.55 -6.70 -7.38  0.0436
H 8.32 -5.72 -6.85  0.0680
C 4.37 -13.97 -17.20  -0.1046
O 5.24 -13.61 -16.12  -0.2261
C 6.31 -14.57 -15.97  -0.1993
C 7.24 -13.95 -14.91  -0.1802
N 8.40 -13.23 -15.54  -0.0728
C 9.03 -12.38 -14.51  -0.2164
C 9.69 -13.12 -13.34  -0.1977
O 8.73 -13.60 -12.39  -0.2264
C 8.41 -12.63 -11.39  -0.0928
H 3.83 -14.88 -16.92  0.0851
H 4.98 -14.11 -18.10  0.0816
H 3.70 -13.13 -17.31  0.0850
H 6.73 -14.73 -16.96  0.1166
H 5.85 -15.49 -15.58  0.1179
H 7.79 -14.80 -14.51  0.1122
H 6.66 -13.31 -14.25  0.1119
H 8.08 -12.75 -16.37  0.0997
H 8.25 -11.65 -14.26  0.1134
H 9.84 -11.80 -14.97  0.1134
H 10.44 -12.50 -12.85  0.1144
H 10.08 -14.05 -13.76  0.1249
H 7.89 -11.78 -11.84  0.0792
H 9.30 -12.32 -10.82  0.0789
H 7.74 -13.24 -10.79  0.0894
C 15.98 -2.42 -1.93  -0.1162
O 16.14 -1.96 -3.26  -0.1997
C 14.95 -1.96 -4.03  -0.2199
C 14.20 -3.28 -4.05  -0.2225
N 13.41 -3.60 -5.24  -0.0634
C 12.74 -4.87 -5.12  -0.2044
C 12.07 -5.17 -6.45  -0.2313
O 13.00 -5.08 -7.51  -0.2136
C 12.35 -4.91 -8.75  -0.0983
H 16.81 -2.02 -1.35  0.0860
H 15.94 -3.51 -1.93  0.0818
H 15.12 -1.95 -1.44  0.0900
H 15.27 -1.75 -5.06  0.1227
H 14.37 -1.11 -3.68  0.1212
H 13.55 -3.36 -3.18  0.1195
H 15.01 -4.03 -4.01  0.1221
H 13.99 -3.59 -6.07  0.1072
H 11.99 -4.82 -4.33  0.1225
H 13.40 -5.74 -4.93  0.1115
H 11.21 -4.52 -6.68  0.1142
H 11.59 -6.15 -6.51  0.0939
H 11.81 -5.82 -9.06  0.0796
H 13.09 -4.84 -9.55  0.0846
H 11.76 -4.00 -8.76  0.0923
C 16.60 -8.46 -4.65  -0.1106
O 16.60 -9.40 -5.70  -0.1832
C 15.44 -10.18 -5.81  -0.2321
C 15.18 -10.45 -7.31  -0.1890
N 14.07 -9.64 -7.89  -0.0530
C 14.28 -8.20 -7.61  -0.1982
C 15.49 -7.57 -8.27  -0.2016
O 15.19 -7.42 -9.67  -0.2113
C 16.07 -6.52 -10.33  -0.1078
H 15.85 -7.67 -4.82  0.0722
H 17.58 -7.98 -4.64  0.0896
H 16.36 -8.85 -3.66  0.0883
H 14.50 -9.93 -5.29  0.1281
H 15.63 -11.21 -5.45  0.1144
H 14.81 -11.48 -7.37  0.1063
H 16.13 -10.40 -7.86  0.1151
H 14.25 -9.70 -8.89  0.1037
H 14.30 -7.93 -6.56  0.0990
H 13.34 -7.76 -7.94  0.1078
H 16.46 -8.04 -8.10  0.1196
H 15.56 -6.53 -7.92  0.1178
H 15.94 -5.49 -10.01  0.0825
H 15.77 -6.56 -11.37  0.0871
H 17.10 -6.84 -10.13  0.0867
C 3.54 -6.13 -3.92  -0.0830
O 4.30 -5.04 -4.46  -0.2143
C 3.59 -3.82 -4.41  -0.2515
C 4.44 -2.64 -4.85  -0.2154
N 4.88 -2.82 -6.21  -0.0346
C 5.92 -1.86 -6.61  -0.2136
C 6.31 -2.11 -8.06  -0.2460
O 6.88 -3.38 -8.17  -0.1815
C 7.61 -3.65 -9.32  -0.1313
H 3.10 -5.90 -2.96  0.0831
H 4.30 -6.91 -3.91  0.0765
H 2.78 -6.37 -4.67  0.0928
H 3.26 -3.63 -3.38  0.1178
H 2.65 -3.86 -4.98  0.1237
H 5.30 -2.58 -4.16  0.1070
H 3.79 -1.77 -4.72  0.1231
H 5.38 -3.70 -6.35  0.1039
H 6.87 -1.82 -6.08  0.1165
H 5.49 -0.86 -6.63  0.1195
H 6.98 -1.30 -8.37  0.1227
H 5.40 -2.03 -8.67  0.1264
H 8.33 -2.91 -9.70  0.0865
H 7.00 -3.67 -10.24  0.0874
H 8.10 -4.61 -9.25  0.0702
C 8.68 -1.35 -3.01  -0.1123
O 8.12 -2.54 -3.52  -0.1922
C 7.96 -3.48 -2.48  -0.2499
C 7.46 -4.81 -3.08  -0.1924
N 7.00 -5.89 -2.22  -0.0393
C 6.06 -5.47 -1.22  -0.2295
C 5.41 -6.67 -0.53  -0.2276
O 4.51 -7.25 -1.44  -0.2270
C 4.34 -8.64 -1.30  -0.0924
H 9.00 -0.75 -3.85  0.0873
H 9.51 -1.50 -2.32  0.0845
H 7.89 -0.80 -2.47  0.0897
H 7.23 -3.09 -1.75  0.1121
H 8.84 -3.61 -1.83  0.1217
H 8.25 -5.11 -3.76  0.1132
H 6.63 -4.43 -3.69  0.0960
H 6.59 -6.62 -2.78  0.1031
H 5.27 -4.86 -1.69  0.1210
H 6.47 -4.86 -0.41  0.1201
H 4.97 -6.39 0.43  0.1232
H 6.29 -7.29 -0.29  0.1239
H 3.81 -9.01 -2.17  0.0860
H 3.76 -8.85 -0.39  0.0885
H 5.29 -9.15 -1.14  0.0871
C 9.82 -4.71 -16.16  -0.1306
O 9.81 -5.80 -15.29  -0.1750
C 9.46 -5.50 -13.96  -0.2333
C 9.85 -6.66 -13.06  -0.2135
N 9.17 -6.66 -11.75  -0.0604
C 9.72 -7.67 -10.85  -0.1890
C 8.96 -8.99 -11.06  -0.2210
O 7.57 -8.77 -11.20  -0.2038
C 6.81 -8.84 -9.99  -0.0772
H 8.85 -4.56 -16.65  0.0863
H 10.59 -4.84 -16.93  0.0848
H 10.08 -3.75 -15.69  0.0831
H 8.37 -5.50 -13.86  0.1267
H 9.89 -4.56 -13.60  0.1222
H 10.92 -6.77 -12.90  0.1170
H 9.53 -7.57 -13.60  0.1220
H 8.21 -6.93 -11.94  0.0915
H 9.51 -7.36 -9.82  0.0894
H 10.81 -7.76 -10.91  0.1155
H 9.14 -9.52 -10.11  0.0938
H 9.35 -9.67 -11.82  0.1111
H 5.76 -8.97 -10.23  0.0889
H 6.94 -7.87 -9.52  0.0881
H 7.07 -9.68 -9.34  0.0790
C 8.09 -13.03 -5.85  -0.0866
O 6.89 -12.36 -6.17  -0.2038
C 5.66 -12.95 -5.85  -0.2350
C 4.57 -11.90 -6.09  -0.2030
N 4.24 -11.69 -7.49  -0.0453
C 3.39 -12.72 -8.05  -0.2277
C 3.24 -12.57 -9.54  -0.2360
O 4.48 -12.85 -10.17  -0.2077
C 4.46 -12.90 -11.57  -0.1058
H 8.17 -14.01 -6.34  0.0892
H 8.12 -13.25 -4.77  0.0886
H 8.85 -12.34 -6.18  0.0645
H 5.60 -13.11 -4.76  0.1174
H 5.50 -13.95 -6.27  0.1190
H 4.99 -10.96 -5.72  0.1065
H 3.76 -12.01 -5.38  0.1170
H 5.06 -11.47 -8.02  0.1058
H 2.40 -12.70 -7.61  0.1226
H 3.77 -13.75 -7.95  0.1181
H 2.98 -11.53 -9.81  0.1278
H 2.49 -13.28 -9.91  0.1227
H 3.66 -13.54 -11.95  0.0875
H 5.40 -13.36 -11.88  0.0727
H 4.34 -11.90 -12.01  0.0916

The HOMO-LUMO gap is 0.3341 Ha. The SMILES is COC[C@H](C)N.COCCNCCOC.COCCNCCOC.COCCNCCOC.COCCNCCOC.COCCNCCOC.COCCNCCOC.COCCNCCOC. As for the molar mass: 1021.5 g/mol. The highest occupied orbital energy is -8.49 eV.



Energy ordering: x at the bottom, the next structure 5.685 eV above.



## w
Here is a 2-piece molecular cluster, CH2BrNO4 overall from OMol25. Energies are from ωB97M-V/def2-TZVPD.

Last column: Löwdin charge in e.
Cartesian coordinates (Å):
C 0.21 -0.35 0.34  -0.5412
N -1.05 -0.43 -0.40  -0.2545
O -2.03 0.02 0.35  0.0963
O -1.20 -0.90 -1.53  0.0724
O 0.14 0.28 1.35  0.1262
O 1.16 -0.99 -0.27  0.1799
Br 2.63 2.26 -0.81  0.1599
H -1.77 0.55 1.10  0.1141
H 1.90 -0.43 -0.13  0.0469

The HOMO-LUMO gap (alpha / beta) is 0.3867 / 0.1530 Ha. As for the molar mass: 171.9 g/mol. The highest occupied orbital energy (alpha / beta) is -10.90 / -8.49 eV.



## x
Here is a 3-piece molecular cluster, CH2BrNO4 overall from OMol25. Energies are from ωB97M-V/def2-TZVPD.

Last column: Löwdin charge in e.
Cartesian coordinates (Å):
O 3.69 -3.38 -0.23  0.2463
C 2.87 -2.68 0.11  -0.4404
O 2.06 -1.97 0.44  0.2248
O 1.98 2.17 -1.03  0.0472
N 1.99 1.03 -0.75  -0.0804
O 0.76 0.63 -0.22  -0.1194
H 0.85 -0.34 -0.16  0.0198
Br -2.07 -0.56 -0.30  0.2681
H -1.18 0.51 -0.97  -0.1662

The HOMO-LUMO gap is 0.3892 Ha. The SMILES is O=C=O.O=NO.Br. As for the molar mass: 171.9 g/mol. The highest occupied orbital energy is -10.64 eV.



## y
Here is a single CH2BrNO4 molecule from OMol25. Energies are from ωB97M-V/def2-TZVPD.

Last column: Löwdin charge in e.
Cartesian coordinates (Å):
O -0.29 -1.84 0.46  0.0412
C -0.25 -0.86 1.18  -0.9648
Br -0.21 -0.85 3.01  0.9143
O -0.26 0.40 0.79  -0.0766
N -0.20 0.91 -0.46  -0.1678
O -0.84 0.05 -1.40  0.0105
O 1.16 0.97 -0.94  -0.0043
H -0.26 -0.74 -1.46  0.0979
H 1.16 1.96 -1.18  0.1495

The HOMO-LUMO gap is 0.4119 Ha. The SMILES is O=C(Br)ON(O)O. As for the molar mass: 171.9 g/mol. The highest occupied orbital energy is -10.67 eV.



Energy ordering: x at the bottom, the next structure 2.585 eV above.



## w
Here is a single C4H4ClN molecule from OMol25. Energies are from ωB97M-V/def2-TZVPD.

Last column: Löwdin charge in e.
Cartesian coordinates (Å):
C -1.30 -0.54 -0.98  -0.0647
C -0.18 0.00 -0.70  -0.6791
Cl 0.84 0.44 -2.11  0.5968
C 0.30 0.47 0.78  -0.1567
C 1.59 -0.08 1.27  -0.2441
N 2.52 -0.57 1.70  0.1439
H -1.58 -0.79 -2.05  0.0953
H -2.06 -0.74 -0.26  0.0565
H 0.39 1.57 0.79  0.1126
H -0.53 0.25 1.55  0.1393

The HOMO-LUMO gap is 0.4057 Ha. The SMILES is C=C(Cl)CC#N. As for the molar mass: 101.5 g/mol. The highest occupied orbital energy is -10.43 eV.



## x
Here is a single C4H4ClN molecule from OMol25. Energies are from ωB97M-V/def2-TZVPD.

Last column: Löwdin charge in e.
Cartesian coordinates (Å):
N 1.87 0.82 -2.80  0.1636
C 1.45 0.74 -1.72  -0.2442
C 0.89 0.48 -0.50  -0.1311
C 0.62 -0.72 0.11  -0.1106
C -0.10 -0.64 1.43  -0.4982
Cl -1.89 -0.20 1.17  0.4868
H 0.79 1.40 0.15  0.1385
H 0.95 -1.62 -0.24  0.0824
H 0.28 0.25 1.82  0.0290
H -0.15 -1.58 2.02  0.0839

The HOMO-LUMO gap is 0.3545 Ha. The SMILES is N#C/C=C/CCl. As for the molar mass: 101.5 g/mol. The highest occupied orbital energy is -10.23 eV.



Energy ordering: w at the bottom, the next structure 0.248 eV above.